{"formula": "C4H4S2", "method": "wB97M-V/def2-TZVPD", "symbols": ["C", "C", "C", "C", "S", "S", "H", "H", "H", "H"], "coordinates": [[0.68923, -1.33795, -1.56646], [1.96997, -2.23513, 0.27716], [-0.21099, -0.58072, -0.54861], [0.61501, 0.15554, 0.52335], [0.45978, -1.32437, -3.18298], [1.84609, -1.06806, 1.32355], [-0.81657, 0.28318, -1.02301], [-0.75120, -1.20332, 0.03271], [1.13578, 0.93259, 0.07564], [0.00738, 0.36905, 1.36806]], "lowdin_charge": [-0.63, -0.39, -0.35, -0.40, 0.65, 0.82, 0.14, 0.06, 0.05, 0.05], "de_lowest_kj_mol": 564.89, "e_lumo_ev": [-0.60, -0.61], "orbital_gap_ha": [0.2673, 0.2688], "e_homo_ev": [-7.88, -7.93], "max_force_ha_per_bohr": 0.092}